No. 1
The following is a quantum chemistry calculation of a 2-piece molecular cluster, CH5OP overall, from the OMol25 dataset.

XYZ file:
```
8
Properties=species:S:1:pos:R:3:nbo_charge:R:1
O -0.29264 -0.77069 2.49588 -0.951
H 0.91248 0.35729 -0.72183 0.204
H -0.80898 0.18033 -1.07024 0.211
H -0.01417 1.73980 -1.31771 0.209
H -0.03751 -3.04331 2.23279 -0.189
P 0.64922 -1.85253 2.74948 1.141
C -0.04925 0.85354 -0.69618 -0.848
H -0.28557 1.12875 0.32290 0.224
```

Computed properties:
SMILES   O=P.C
E   -457.64933 Ha
Gap between HOMO and LUMO   0.323 hartree
Relative energy (zero: lowest compared OMol25 entry of this formula, charge and spin)   0.867 eV
HOMO   -0.361 Eh

No. 2
The following is a quantum chemistry calculation of C4H5N3 in the gas phase, from the OMol25 dataset.

XYZ file:
```
12
Properties=species:S:1:pos:R:3:nbo_charge:R:1
H -2.83585 -0.73103 0.11574 0.232
H -2.07867 0.97318 -0.55453 0.212
H 1.05402 -0.99602 1.12339 0.262
C 0.87155 -0.33149 0.26216 -0.197
C 1.28631 1.03791 0.74549 0.244
C -1.90955 0.07800 0.02807 -0.415
N 2.69011 -1.19424 -1.50472 -0.270
N -0.43582 -0.39702 -0.34934 -0.635
N 1.43595 2.14651 1.07068 -0.283
H -1.64964 0.41978 1.12447 0.205
C 1.90267 -0.81528 -0.74240 0.274
H -0.33107 -0.19029 -1.31903 0.371
```

Computed properties:
SMILES   CNC(C#N)C#N
E   -319.58677 Ha
Gap between HOMO and LUMO   0.391 hartree
Relative energy (zero: lowest compared OMol25 entry of this formula, charge and spin)   3.413 eV
HOMO   -0.371 Eh

No. 3
The following is a quantum chemistry calculation of C5H5N3 as an isolated structure, from the OMol25 dataset.

XYZ file:
```
13
Properties=species:S:1:pos:R:3:nbo_charge:R:1
H -0.87532 -2.08001 -1.30894 0.380
H -0.89685 -0.43981 0.86348 0.244
C -1.54500 -0.47852 -0.17198 -0.371
N -2.65888 1.92083 -0.91161 -0.273
C 2.22905 0.28236 0.40992 -0.070
H 0.15974 0.77981 0.37356 0.211
C 3.19848 0.72445 1.23094 -0.239
N -0.61369 -1.03809 -1.09100 -0.388
C -1.93584 0.90029 -0.64992 0.228
C 0.89353 0.09789 0.04997 -0.159
H -2.39042 -1.26349 -0.28517 0.265
H 3.77360 1.50524 2.25451 0.325
N 0.66158 -0.91095 -0.76376 -0.153
```

Computed properties:
E   -357.49433 Ha
Gap between HOMO and LUMO   0.320 hartree
Relative energy (zero: lowest compared OMol25 entry of this formula, charge and spin)   7.572 eV
HOMO   -0.322 Eh

No. 4
The following is a quantum chemistry calculation of an isolated ion of composition C5H15N2O and charge +1, from the OMol25 dataset.

XYZ file:
```
23
Properties=species:S:1:pos:R:3:nbo_charge:R:1
H 0.12966 -3.47791 -1.43351 0.443
N 0.45869 0.69710 0.11540 -0.613
H -1.92845 -1.94360 -1.76581 0.223
H -1.16252 -0.57339 -2.47035 0.263
C 0.35888 -0.72018 0.41453 -0.236
C 0.78603 2.95712 0.86749 -0.075
H -0.89872 -3.20474 -0.18991 0.442
H 0.83608 -1.30306 -1.57567 0.233
H 1.49706 3.01673 0.04683 0.196
H 1.36994 -1.04292 0.70304 0.201
H -0.08029 1.38584 2.04907 0.170
H 0.79000 -3.20853 0.03822 0.445
H -0.44862 1.01897 -0.21564 0.372
H 1.03585 3.65713 1.67185 0.188
H 1.62629 1.16320 1.81188 0.203
H -0.36155 -1.00392 1.19833 0.174
C 0.01473 -1.44199 -0.88120 -0.033
H -1.89247 -0.41712 -0.87615 0.240
N 0.01288 -2.94394 -0.56864 -0.675
O -0.47281 3.32571 0.28976 -0.731
C 0.71803 1.50881 1.31379 -0.246
C -1.31810 -1.07692 -1.52181 -0.657
H -1.07056 3.62760 0.97854 0.474
```

Computed properties:
Net charge   +1
SMILES   C[C@H]([NH3+])CNCCO
E   -383.99613 Ha
Gap between HOMO and LUMO   0.339 hartree
Relative energy (zero: lowest compared OMol25 entry of this formula, charge and spin)   1.494 eV
HOMO   -0.472 Eh

No. 5
The following is a quantum chemistry calculation of C20H39BCl4CoF8LiO5 as an isolated structure, from the OMol25 dataset.

XYZ file:
```
79
Properties=species:S:1:pos:R:3:mulliken_charge:R:1
H -1.18486 -3.72463 2.84075 -0.164
H 0.70894 -1.56767 -0.31755 -0.011
C 4.36037 -1.62185 0.69288 -0.814
H 0.84868 4.64751 0.13253 0.105
O -0.59284 -0.70320 1.06050 0.231
F -3.48992 -0.66852 -2.10496 -0.196
H -3.55700 3.73540 0.83177 0.450
O -0.92726 2.17088 2.10484 -0.063
Co -0.94698 -1.63861 2.81857 0.237
O 2.52944 -0.47287 1.61372 -0.055
H 2.53851 3.50569 3.10814 0.348
H 5.30397 -1.29445 1.14113 0.289
H 4.65801 -2.21012 -0.17383 0.385
C -1.23097 -1.80309 -4.23955 0.784
H 0.07326 3.98995 2.27503 -0.438
Cl 2.43323 -4.34137 -1.54268 -0.158
C -2.02395 4.30747 2.22714 -0.805
H -2.84652 4.27881 2.94190 0.293
H -3.94093 -1.95507 -0.43614 0.014
H -2.05630 1.43444 0.44849 -0.283
Cl 0.88269 -6.54268 -0.31848 -0.171
Cl -5.33071 -3.68740 0.29653 -0.165
C 3.45663 -0.40560 0.52960 -0.314
H -0.23242 -2.76517 4.05312 -0.090
H 2.26585 4.51763 -0.91453 0.440
H 2.11291 -1.84125 3.11980 0.098
H 0.46485 -4.44090 3.45905 -0.129
H 0.74313 -4.19241 0.10229 -0.590
F -1.83377 -2.34592 -3.16734 -0.219
C -3.02664 -0.24531 -4.42502 -1.009
O -1.61311 -0.45260 -4.31012 -0.417
H 3.65489 -1.02982 3.29593 0.317
C -3.57263 0.26006 -3.09131 0.890
C -0.25185 -1.04300 -0.24746 -0.388
F -4.89047 0.53290 -3.29163 -0.355
H 2.19651 5.30171 1.78960 0.298
Li 0.56630 0.80730 2.02296 0.721
H 4.27045 -3.11202 2.40068 0.471
F 0.91689 -1.17566 -5.06383 -0.276
O 1.95566 2.29197 1.44657 -0.199
C 0.28298 -1.80739 -4.05056 0.685
H -4.06106 -3.21377 -1.64924 0.248
H -0.68134 3.45020 3.74890 0.404
H 3.65549 4.94084 0.90548 0.346
C -2.82165 1.50079 -2.58978 0.631
B -0.08595 -3.48084 3.16658 0.748
H -2.01305 3.99559 0.08422 0.271
H -3.56184 -1.14721 -4.72298 0.401
C -3.94418 -3.03014 -0.58653 -0.003
H -0.12445 -0.14587 -0.87001 0.063
H -3.19442 0.48394 -5.21273 0.441
H 0.92031 2.18185 -0.33200 -0.146
H -2.88531 1.75356 1.96150 0.290
H 2.70182 2.20441 -0.45878 0.525
F -1.59884 -2.45543 -5.34478 -0.286
F -2.53512 2.34259 -3.62042 -0.298
C 2.96560 -1.45837 2.55947 -0.608
C 0.90394 -4.81769 -0.76845 0.768
H 0.10709 -4.73085 -1.49803 0.139
C 1.83705 2.62812 0.05620 -0.072
H 2.95386 -3.18438 1.25208 -0.204
H 0.57354 -1.31432 -3.11907 -0.170
H 0.40257 -3.01208 2.21784 -0.351
C 2.78443 3.26837 2.07539 -0.729
C 3.67406 -2.50659 1.71765 -0.101
F 0.73443 -3.07969 -4.02502 -0.250
H 4.06079 0.49439 0.65874 0.160
C 2.70142 4.52069 1.21633 -0.718
H -0.99885 -1.64265 -0.77457 0.132
H 3.81598 2.90315 2.01953 0.358
C -0.81571 3.49087 2.66662 0.176
C 1.81502 4.16327 0.01137 -0.497
C -2.11699 2.13413 1.27696 -0.087
H -1.64638 5.31992 2.10170 0.327
Cl -2.43801 -3.71874 0.05620 -0.058
H 2.98491 -0.44283 -0.45382 0.258
C -2.49019 3.56778 0.96928 -0.503
H -1.87356 1.12840 -2.17426 -0.106
F -3.38045 2.21547 -1.58009 -0.255
```

Computed properties:
Net charge   +1
E   -5216.19679 Ha
Gap between HOMO and LUMO (alpha / beta)   0.315 / 0.293 hartree
Spin multiplicity   4
<S²>   3.761
HOMO (alpha / beta)   -0.471 / -0.471 Eh